Below is a molecular structure, C18H43NO4Ti in a non-equilibrium geometry, with properties calculated with ωB97M-V with the def2-TZVPD basis set.

XYZ file:
```
67
Properties=species:S:1:pos:R:3:forces:R:3:lowdin_charge:R:1
Ti -0.194 0.550 -0.974 0.24 0.01 -0.47 0.72
C 0.952 1.964 2.055 -1.50 -2.34 2.59 -0.06
C 1.736 2.551 1.035 1.37 2.86 -1.93 -0.53
C 3.201 2.692 1.373 0.99 0.60 -0.20 -0.02
O 1.646 1.832 -0.182 -0.33 -1.91 -0.82 -0.14
H 0.057 1.501 1.639 -0.34 0.18 0.09 0.06
H 0.688 2.627 2.879 -0.11 0.31 -0.33 0.12
H 1.475 1.149 2.555 0.18 -0.20 -0.06 0.08
H 1.230 3.462 0.715 0.52 0.91 0.71 0.13
H 3.780 3.128 0.559 -0.17 -0.27 -0.59 0.08
H 3.614 1.705 1.576 0.01 -0.01 0.10 0.09
H 3.526 3.386 2.148 -0.78 -0.21 0.60 0.10
H 2.203 2.271 -0.829 0.02 -0.02 -0.12 0.10
C -1.751 3.406 0.148 -1.20 -0.94 -0.55 -0.02
C -2.581 2.973 -1.135 0.55 3.55 0.04 -0.44
C -2.495 4.129 -2.195 0.00 0.40 1.20 -0.04
O -2.028 1.851 -1.696 1.51 -2.34 -0.43 -0.14
H -1.848 2.634 0.911 -0.03 -0.07 0.11 0.06
H -2.107 4.329 0.606 -0.23 0.00 -0.28 0.09
H -0.685 3.531 -0.044 -0.13 -0.05 -0.52 0.06
H -3.632 2.724 -0.989 -0.13 0.49 0.84 0.14
H -3.000 5.013 -1.805 -0.66 -0.14 -0.14 0.08
H -2.874 3.869 -3.183 -0.15 -0.08 0.11 0.08
H -1.494 4.550 -2.297 0.41 -0.68 -0.12 0.08
H -2.504 1.684 -2.513 0.16 -0.28 -0.17 0.12
C 2.851 -0.605 -3.029 0.81 -0.38 0.75 -0.06
C 1.645 -0.114 -3.702 -0.56 -1.40 -1.81 -0.49
C 1.450 -0.722 -5.132 0.53 1.91 0.79 -0.02
O 0.565 -0.601 -2.947 -1.94 1.00 1.73 -0.15
H 3.758 -0.185 -3.464 0.16 -0.38 0.19 0.10
H 2.799 -1.694 -3.012 0.62 -0.20 -0.38 0.09
H 2.728 -0.349 -1.977 0.53 0.44 0.10 0.06
H 1.662 0.973 -3.621 -0.67 0.05 -0.45 0.14
H 0.445 -0.519 -5.501 -0.01 -0.11 0.12 0.08
H 1.658 -1.792 -5.110 0.11 0.09 -0.14 0.09
H 2.134 -0.153 -5.760 0.16 -0.57 -0.45 0.08
H 0.465 -1.556 -2.973 0.31 -0.09 -0.28 0.10
C -2.741 -2.959 1.423 1.22 -0.60 -0.02 -0.02
C -1.900 -1.647 1.377 -0.92 0.30 1.57 -0.45
C -1.600 -1.177 2.857 1.36 -0.99 -0.53 -0.12
C -0.505 -2.008 3.593 -1.02 -0.25 -2.00 -0.15
C 0.798 -1.937 2.763 -1.73 0.91 0.06 -0.11
C 0.631 -2.294 1.218 0.21 -0.04 0.33 -0.44
N -0.607 -1.700 0.616 -0.54 2.07 2.16 -0.11
O -0.775 -1.848 -0.778 0.20 -0.33 0.49 -0.05
C 1.931 -1.728 0.529 -0.78 -0.97 0.96 0.00
C 0.610 -3.797 1.045 0.62 -1.26 0.12 -0.04
C -2.829 -0.496 0.897 0.62 -0.48 -1.56 -0.04
H -2.165 -3.770 1.868 0.32 0.03 0.05 0.06
H -3.615 -2.948 2.074 -0.20 0.65 -0.34 0.09
H -2.986 -3.346 0.434 -0.32 0.33 -0.11 0.08
H -1.179 -0.175 2.773 -0.37 0.34 0.12 0.10
H -2.563 -1.178 3.367 0.18 0.14 0.13 0.12
H -0.396 -1.664 4.622 0.20 -0.19 -0.09 0.12
H -0.812 -3.052 3.536 -0.18 -0.15 0.68 0.10
H 1.492 -2.553 3.334 0.55 -0.07 -0.83 0.13
H 1.076 -0.884 2.820 0.53 -0.07 -0.08 0.08
H 2.173 -0.742 0.927 -0.20 0.18 -0.48 0.07
H 1.945 -1.811 -0.557 -0.19 0.24 0.06 0.06
H 2.710 -2.394 0.902 0.26 0.09 -0.13 0.09
H -0.132 -4.417 1.548 -0.51 0.69 0.16 0.08
H 1.529 -4.218 1.453 0.30 0.07 -0.26 0.09
H 0.569 -4.108 0.001 0.13 0.03 -0.26 0.08
H -3.233 -0.746 -0.084 -0.17 -0.04 -0.12 0.09
H -3.679 -0.243 1.530 0.26 -0.39 0.32 0.10
H -2.252 0.413 0.728 0.14 0.18 0.24 0.04
H -0.571 -2.771 -0.944 -0.23 -0.55 -0.45 0.10
```
Positions in Å, forces in eV/Å.

Net charge: +1
E_LUMO (spin up / spin down): -0.0787 / -0.0828 hartree
Highest occupied orbital energy (spin up / spin down): -7.350 / -11.753 eV
Kohn-Sham gap (spin up / spin down): 5.21 / 9.50 eV
Expectation value of S²: 3.75
2S+1: 4
E_tot: -1916.43300 a.u.
Energy above the lowest of the compared OMol25 structures with the same formula, charge and spin: 59.2 kcal/mol
Largest force on an atom: 3.80 eV Å⁻¹